No. 1
C6H7NO3S | wB97M-V/def2-TZVPD

The value obtained for the HOMO energy is -9.84 eV. Its maximum force is 11.5 eV/A. Its net charge is 0. The value obtained for the total energy is -911.4142 a.u. As for the SMILES: COC(=O)CC1=NC(=O)CS1.

Cartesian coordinates (Å):
C 1.232 0.294 -3.192
O 0.210 0.607 -2.233
C 0.611 1.121 -1.058
O 1.799 1.276 -0.761
C -0.542 1.327 -0.096
C -0.617 0.146 0.921
N -1.389 0.295 1.876
C -1.398 -0.802 2.720
O -2.041 -0.930 3.713
C -0.347 -1.913 2.217
S 0.314 -1.264 0.659
H 1.820 1.129 -3.261
H 2.209 -0.418 -2.847
H 0.764 0.212 -3.973
H -0.327 2.334 0.627
H -1.632 1.476 -0.546
H 0.328 -2.175 2.989
H -0.995 -2.713 2.245

---

No. 2
C4H6Cl2 | wB97M-V/def2-TZVPD

The value obtained for the HOMO energy is -9.73 eV. Its maximum force is 2.0 eV/A. Its net charge is 0. The value obtained for the total energy is -1076.3750 a.u. As for the SMILES: C=C(Cl)[C@@H](C)Cl.

Cartesian coordinates (Å):
C -0.115 0.387 1.858
C 0.470 -0.240 0.834
Cl 1.154 -1.821 1.132
C 0.531 0.237 -0.589
C -0.652 -0.337 -1.395
Cl 0.546 2.017 -0.714
H -0.049 -0.099 2.796
H -0.593 1.342 1.883
H 1.548 -0.107 -1.000
H -0.633 -0.047 -2.412
H -0.628 -1.414 -1.389
H -1.580 0.082 -1.003

---

No. 3
C4H8N3O | wB97M-V/def2-TZVPD

The value obtained for the HOMO energy is -13.43 eV. Its maximum force is 1.2 eV/A. Its net charge is +1. The value obtained for the total energy is -396.3949 a.u. As for the SMILES: Cn1occ/c1=[NH+]\N.

Cartesian coordinates (Å):
C -2.155 0.156 -0.513
N -0.921 0.492 0.129
O -0.897 1.546 1.004
C 0.347 1.638 1.464
C 1.147 0.683 0.929
C 0.300 -0.070 0.055
N 0.576 -1.114 -0.711
N 1.856 -1.581 -1.006
H -2.546 -0.793 -0.143
H -2.872 0.942 -0.284
H -2.022 0.109 -1.595
H 0.548 2.423 2.170
H 2.185 0.522 1.130
H -0.138 -1.501 -1.318
H 2.015 -2.508 -0.617
H 2.577 -0.941 -0.693

---

No. 4
C4H8N2O | wB97M-V/def2-TZVPD

The value obtained for the HOMO energy is -8.82 eV. Its maximum force is 0.4 eV/A. Its net charge is 0. The value obtained for the total energy is -341.8350 a.u.

Cartesian coordinates (Å):
N 1.792 0.064 -1.269
C 1.669 -0.594 -0.091
O 2.455 -1.431 0.312
C 0.455 -0.209 0.756
N -0.502 0.631 0.048
C -2.071 0.739 0.832
C -1.746 0.021 -0.426
H 2.607 -0.120 -1.833
H 1.139 0.785 -1.534
H -0.003 -1.137 1.122
H 0.832 0.331 1.633
H -1.944 0.040 1.675
H -0.906 1.532 0.574
H -1.680 -1.067 -0.420
H -2.098 0.416 -1.380

---

No. 5
C4H5F3O | wB97M-V/def2-TZVPD

The value obtained for the HOMO energy (spin up / spin down) is -8.58 / -8.58 eV. Its maximum force is 4.6 eV/A. Its net charge is 0. The value obtained for the total energy is -530.1486 a.u.

Cartesian coordinates (Å):
C 1.064 0.857 0.046
C -0.023 0.283 0.943
C 1.446 -0.532 -0.222
C -1.233 -0.103 0.118
O -1.109 0.132 -1.151
F 2.199 -1.240 0.626
F -2.372 0.625 0.604
F -1.563 -1.473 0.238
H 0.718 1.369 -0.976
H 1.886 1.402 0.487
H -0.041 -0.235 1.868
H 0.934 -1.139 -0.916
H -1.905 0.053 -1.664

---

No. 6
C5H11N2 | wB97M-V/def2-TZVPD

The value obtained for the HOMO energy (spin up / spin down) is -12.45 / -12.45 eV. Its maximum force is 4.5 eV/A. Its net charge is +1. The value obtained for the total energy is -306.1950 a.u.

Cartesian coordinates (Å):
C -1.559 0.451 0.081
C 1.478 0.671 -1.009
C 1.050 1.101 0.356
C -2.117 -0.406 -0.988
C 2.323 -1.101 0.861
N -2.364 0.754 1.043
N 1.778 0.048 0.234
H 0.799 0.109 -1.641
H 2.313 1.066 -1.536
H 1.095 1.941 0.944
H -3.241 -0.290 -1.050
H -1.897 -1.501 -0.757
H -1.656 -0.233 -1.943
H 3.435 -1.289 0.457
H 2.357 -1.118 1.917
H 1.812 -1.870 0.314
H -3.315 0.356 0.852
H -2.290 1.310 1.867

---

No. 7
C3ClO5S4Zr | wB97M-V/def2-TZVPD

The value obtained for the HOMO energy is -13.38 eV. Its maximum force is 1.0 eV/A. Its net charge is +1. The value obtained for the total energy is -2590.0388 a.u.

Cartesian coordinates (Å):
Zr 1.636 -0.005 -0.036
O -3.835 0.176 -1.379
C -2.654 0.194 -1.419
S -1.672 1.678 -1.170
C -0.127 0.929 -1.466
C -0.116 -0.442 -1.704
S 1.318 -1.452 -1.850
S -1.647 -1.272 -1.688
S 1.289 1.956 -1.277
O 0.621 0.910 1.990
Cl 1.131 -0.365 2.502
O 0.960 -0.604 3.859
O 2.558 -0.346 2.048
O 0.536 -1.359 1.590

---

No. 8
C15H25N3O4S | wB97M-V/def2-TZVPD

The value obtained for the HOMO energy is -8.69 eV. Its maximum force is 1.0 eV/A. Its net charge is 0. The value obtained for the total energy is -1449.9771 a.u. As for the SMILES: CCN(CC)S(=O)(=O)N1CCC(C(=O)NCc2ccco2)CC1.

Cartesian coordinates (Å):
C 3.266 1.297 4.056
C 3.517 2.420 3.050
N 3.700 1.972 1.689
C 4.828 1.113 1.379
C 5.676 1.714 0.264
S 2.342 1.806 0.767
O 2.767 1.584 -0.580
O 1.503 2.924 1.060
N 1.608 0.394 1.348
C 0.308 0.590 1.962
C -0.814 0.722 0.935
C -0.827 -0.491 0.005
C -1.898 -0.335 -1.071
O -2.451 0.710 -1.327
N -2.154 -1.482 -1.747
C -3.155 -1.558 -2.795
C -4.324 -2.386 -2.377
C -5.448 -2.074 -1.671
C -6.180 -3.280 -1.538
C -5.444 -4.234 -2.167
O -4.318 -3.706 -2.675
C 0.553 -0.626 -0.648
C 1.632 -0.727 0.430
H 4.146 0.668 4.167
H 2.438 0.677 3.726
H 3.026 1.724 5.027
H 4.400 2.996 3.343
H 2.661 3.094 3.016
H 4.465 0.124 1.082
H 5.431 0.998 2.282
H 6.521 1.064 0.046
H 5.068 1.828 -0.628
H 6.046 2.691 0.562
H 0.122 -0.266 2.622
H 0.369 1.497 2.561
H -0.651 1.625 0.345
H -1.774 0.817 1.444
H -1.040 -1.397 0.587
H -1.720 -2.344 -1.460
H -3.471 -0.529 -2.985
H -2.707 -1.985 -3.698
H -5.717 -1.107 -1.301
H -7.120 -3.411 -1.044
H -5.607 -5.282 -2.320
H 0.758 0.259 -1.253
H 0.601 -1.507 -1.292
H 1.499 -1.641 1.022
H 2.616 -0.744 -0.037

---

No. 9
C6H12O | wB97M-V/def2-TZVPD

The value obtained for the HOMO energy (spin up / spin down) is -7.35 / -7.71 eV. Its maximum force is 2.4 eV/A. Its net charge is 0. The value obtained for the total energy is -310.8859 a.u.

Cartesian coordinates (Å):
C 2.868 0.227 0.345
C 1.630 0.881 -0.155
O 0.443 0.632 0.431
C 0.084 -0.597 -0.175
C -1.758 -0.644 1.254
C -1.519 -0.641 -0.162
C -2.098 0.518 -0.974
H 2.743 -0.849 0.506
H 3.169 0.671 1.312
H 3.690 0.384 -0.363
H 0.562 -0.555 -1.197
H 1.706 1.849 -0.649
H 0.483 -1.452 0.384
H -1.849 0.289 1.798
H -1.664 -1.563 1.828
H -1.745 -1.604 -0.643
H -1.757 0.503 -2.017
H -3.193 0.474 -0.983
H -1.795 1.477 -0.541